18
Properties=species:S:1:pos:R:3:lowdin_charge:R:1 method="wB97M-V/def2-TZVPD" fmax_ha_per_bohr=0.0603 orbital_gap_ev=8.1438 de_lowest_kj_mol=508.0 homo_energy_ha=-0.276 charge=0
C -1.68010 -1.05382 0.65706 -0.105
C -0.21038 -1.47554 0.82978 -0.269
C 0.75795 -0.66687 -0.03909 -0.204
C 0.46137 0.85838 -0.22742 -0.350
C 0.24375 1.32465 1.10311 -0.019
C 0.71286 1.34057 -1.63411 -0.042
H -2.00825 -1.18472 -0.38005 0.071
H -1.65542 0.02495 0.78063 0.043
H -2.37913 -1.59455 1.28049 0.068
H -0.00484 -1.28804 1.87446 0.090
H -0.07380 -2.52554 0.60224 0.098
H 1.78803 -0.85594 0.26368 0.120
H 0.66188 -1.13928 -1.03308 0.101
H 1.31680 1.52059 0.54596 0.130
H -0.26875 2.26893 1.33620 0.022
H 1.54790 2.04076 -1.69851 0.089
H 0.92610 0.47981 -2.25822 0.069
H -0.13597 1.92565 -2.00314 0.088

12
Properties=species:S:1:pos:R:3:lowdin_charge:R:1 method="wB97M-V/def2-TZVPD" fmax_ha_per_bohr=0.0603 orbital_gap_ev=8.8792 de_lowest_kj_mol=435.4 homo_energy_ha=-0.336 charge=0
C -0.41243 0.66182 0.47803 -0.358
C 1.90437 -0.34407 -1.64306 -0.473
Si -2.09895 -0.07642 0.62778 0.575
S 3.14820 -0.62478 -0.59462 0.659
H -0.23293 1.75518 0.36820 0.043
H 0.05587 0.29751 -0.36518 -0.087
H 0.23554 0.49760 1.35140 0.029
H 2.17022 0.61858 -2.03654 -0.090
H -2.79190 0.43619 1.83317 -0.091
H -1.87278 -1.47190 0.78726 -0.105
H -2.80208 0.19578 -0.76047 -0.053
H 2.69689 -1.94548 -0.04597 -0.048

63
Properties=species:S:1:pos:R:3:lowdin_charge:R:1 method="wB97M-V/def2-TZVPD" fmax_ha_per_bohr=0.0364 multiplicity=2 orbital_gap_ev="6.1732 / 7.1654" s2=0.818 de_lowest_kj_mol=70.3 homo_energy_ha="-0.186 / -0.191" charge=-1
V -0.19221 0.00261 -0.17623 0.864
O -0.66680 -2.25790 3.18106 0.068
C -0.32826 -1.89967 2.06388 -0.431
N -0.99506 -1.09641 1.19847 -0.012
C -2.34699 -0.76629 1.36807 -0.221
C -3.14669 -1.02833 2.48250 -0.011
C -4.47763 -0.64848 2.47448 -0.097
C -5.02167 0.00491 1.37662 -0.096
C -4.24731 0.25251 0.25873 -0.015
C -2.90956 -0.14050 0.23792 -0.251
N -2.00791 0.09514 -0.81111 -0.056
C -2.47070 0.26172 -2.09560 -0.436
O -3.56896 -0.05447 -2.50975 0.086
C -1.49273 0.89720 -3.04792 -0.220
C -1.49129 0.53814 -4.38973 -0.010
C -0.60917 1.18493 -5.23657 -0.063
C 0.19791 2.19102 -4.72333 -0.063
C 0.10744 2.49056 -3.37226 -0.145
N -0.70586 1.84360 -2.54328 0.127
C 0.94860 -2.44125 1.48209 -0.197
C 1.59414 -3.48814 2.12648 0.010
C 2.70904 -4.04804 1.53073 -0.052
C 3.13421 -3.54389 0.30945 -0.045
C 2.43732 -2.48589 -0.25072 -0.101
N 1.37465 -1.93695 0.32706 0.086
H -2.72538 -1.52633 3.33850 0.094
H -5.08980 -0.85347 3.34418 0.094
H -6.05503 0.32831 1.39560 0.095
H -4.66785 0.74579 -0.60247 0.106
H -2.16125 -0.23864 -4.73111 0.120
H -0.55424 0.91517 -6.28368 0.103
H 0.89468 2.72946 -5.35171 0.101
H 0.71652 3.27021 -2.92826 0.101
H 1.19420 -3.83489 3.06831 0.118
H 3.23095 -4.87277 1.99872 0.106
H 3.99058 -3.96201 -0.20075 0.104
H 2.74819 -2.06337 -1.19894 0.107
N 1.94746 -0.33248 -2.90054 0.161
C 0.88911 -1.18930 -2.76578 -0.491
N 0.65738 -2.21347 -3.55734 0.046
N -0.45296 -2.78891 -3.04282 -0.056
N -0.86501 -2.15097 -2.01436 -0.009
N -0.02610 -1.10331 -1.78816 -0.112
C 2.06888 0.76742 -2.08932 -0.487
N 2.88281 1.76997 -2.33438 0.036
N 2.68677 2.61464 -1.29879 -0.065
N 1.81299 2.15066 -0.49102 -0.035
N 1.38012 0.94042 -0.94792 -0.092
H 2.43206 -0.31435 -3.78110 0.146
F 0.90687 4.52491 4.11735 0.119
C 0.11080 3.44082 3.93407 -0.588
F -0.25674 3.05158 5.18377 0.119
F -0.98994 3.86825 3.32501 0.119
C 0.85126 2.33944 3.23907 -0.108
C 2.05390 1.96902 3.80797 -0.004
C 2.79314 0.93442 3.25520 -0.044
C 2.25308 0.26801 2.17450 -0.111
N 1.08962 0.59723 1.62968 -0.051
C 0.39596 1.66006 2.08673 -0.635
S -0.92397 2.04699 1.08572 0.839
H 2.41512 2.49988 4.67995 0.125
H 3.75320 0.64497 3.65578 0.100
H 2.78809 -0.55945 1.72730 0.110

50
Properties=species:S:1:pos:R:3:lowdin_charge:R:1 method="wB97M-V/def2-TZVPD" fmax_ha_per_bohr=0.0811 multiplicity=2 orbital_gap_ev="6.0304 / 5.8980" s2=0.753 de_lowest_kj_mol=61.4 homo_energy_ha="-0.148 / -0.148" charge=-1
Na 0.53894 1.25665 -0.31156 -0.006
C 5.75093 -1.36923 -3.39530 -0.120
C 4.31103 -1.68162 -3.31187 -0.362
O 3.98741 -1.52482 -1.92687 -0.475
P 2.61432 -1.13245 -1.06904 0.392
S 1.10480 -1.01475 -2.34960 0.052
S 0.53370 0.60457 2.36025 -0.109
O 2.81051 0.60293 -0.90983 -0.530
C 3.55143 1.05151 0.25156 -0.358
C 3.85257 2.53998 0.03971 -0.100
H 6.17732 -1.78489 -4.33539 0.075
H 6.33770 -1.86367 -2.65086 0.059
H 5.84990 -0.25022 -3.37913 0.095
H 4.03967 -2.76364 -3.56735 0.130
H 3.78951 -1.00121 -3.97281 0.088
H 4.46781 0.45682 0.31605 0.097
H 2.93189 0.95897 1.18197 0.025
H 4.36611 2.75747 -0.93645 0.082
H 4.38655 2.99085 0.89227 0.070
H 2.93469 3.16629 -0.08369 0.054
N 0.94773 3.83435 2.21515 0.130
C 0.06853 3.96028 1.15651 -0.662
N -1.07897 4.55828 1.48532 0.168
O 0.38518 3.64966 -0.02410 -0.032
H 0.53768 3.54806 3.05248 0.039
H 1.67506 3.09846 2.04693 0.060
H -1.36028 4.58303 2.41914 0.080
H -1.79649 4.20366 0.83895 0.129
C -5.03324 -1.32741 0.79202 -0.195
N -4.09569 -0.81225 1.80449 -0.136
C -3.31142 -1.97082 2.20859 -0.208
N -2.60512 -2.64102 1.14289 -0.154
C -3.59343 -3.03577 0.13453 -0.233
N -4.38885 -1.93343 -0.36479 -0.157
C -3.45371 -1.05463 -1.11993 -0.328
P -2.13040 -0.18761 -0.10152 0.992
C -3.24895 0.27790 1.29921 -0.358
C -1.50223 -1.85111 0.55763 -0.324
H -5.67842 -0.49544 0.41528 0.135
H -5.55835 -2.08208 1.22221 0.080
H -3.88995 -2.73512 2.63036 0.107
H -2.56062 -1.66579 2.86116 0.108
H -4.24237 -3.75640 0.57407 0.100
H -3.03537 -3.73950 -0.57312 0.149
H -4.17736 -0.33281 -1.62226 0.097
H -3.07269 -1.73137 -1.83424 0.061
H -3.85850 1.15632 1.13996 0.074
H -2.54159 0.55018 2.05616 0.025
H -0.57102 -1.72073 1.11845 0.032
H -1.16595 -2.34643 -0.37355 0.063

9
Properties=species:S:1:pos:R:3:lowdin_charge:R:1 method="wB97M-V/def2-TZVPD" fmax_ha_per_bohr=0.0643 orbital_gap_ev=5.0484 de_lowest_kj_mol=121.8 homo_energy_ha=-0.124 charge=-1
C 0.46568 -1.48551 -0.54528 -0.429
C -2.35380 0.79216 0.80596 -0.176
N 0.35438 -0.43610 -1.10115 -0.343
O -3.19995 0.99920 1.61940 -0.001
O 0.27217 -2.56325 -0.12175 0.157
Cl 1.43722 0.90401 -1.24173 0.613
I 6.66400 0.35869 -0.15547 -0.987
H -2.44431 0.60454 -0.28476 0.072
H -1.19540 0.82626 1.02478 0.093

108
Properties=species:S:1:pos:R:3:lowdin_charge:R:1 method="wB97M-V/def2-TZVPD" fmax_ha_per_bohr=0.1075 orbital_gap_ev=5.4811 de_lowest_kj_mol=517.4 homo_energy_ha=-0.122 charge=-1
C 2.11422 -1.25397 3.43753 -0.144
C 2.27924 -2.57757 2.54554 -0.213
C 3.60831 -2.55755 1.61900 -0.236
O 3.33977 -2.55741 0.21223 -0.288
C 3.98416 -1.49868 -0.52479 -0.392
P 3.12743 -0.83914 -2.12407 0.390
C 4.08888 0.78403 -1.73526 -0.284
C 4.10129 1.95505 -2.79472 -0.127
C 3.19052 3.23255 -2.42201 -0.388
O 3.11647 3.70527 -1.26758 0.023
O 2.45716 3.96167 -3.42133 -0.009
N 4.46781 -1.60433 -3.02850 -0.250
C 5.68003 -0.98150 -3.42848 -0.351
C 7.02216 -1.17449 -2.51285 -0.127
P 1.56249 -0.11898 -0.74733 0.689
O 1.22000 1.38602 -0.71722 -0.519
N 2.33389 -0.17422 -3.60853 -0.162
C 2.73816 -0.52314 -4.90488 -0.435
C 1.71282 -1.30477 -5.90591 -0.039
O 3.73925 -0.14666 -5.59771 -0.022
C 0.95320 0.21620 -3.58609 -0.453
C -0.42348 -0.56654 -3.60445 -0.062
O 0.75856 1.46604 -3.71631 0.035
P 2.07392 -2.76375 -2.53146 0.781
C 0.81241 -3.40627 -1.39022 -0.402
C 2.69172 -3.81988 -3.90335 -0.376
H 1.86235 -0.31954 2.81559 0.063
H 1.28802 -1.33845 4.23064 0.061
H 3.10696 -1.00270 3.96130 0.075
H 1.34558 -2.68407 1.90661 0.093
H 2.37096 -3.44296 3.29952 0.102
H 4.24710 -1.70372 2.00992 0.112
H 4.20686 -3.52057 1.83958 0.121
H 5.08221 -1.77820 -0.62912 0.094
H 4.01738 -0.59685 0.20632 0.072
H 3.70576 1.31021 -0.77510 0.085
H 5.16329 0.58942 -1.35432 0.084
H 5.16614 2.41133 -2.71640 0.126
H 4.00360 1.71852 -3.89111 0.093
H 1.52344 4.03280 -3.10960 0.108
H 4.71882 -2.52757 -2.63052 0.075
H 5.74598 0.08362 -3.80986 0.101
H 6.02890 -1.56161 -4.38340 0.112
H 7.94189 -0.85182 -3.12064 0.070
H 7.16025 -2.28986 -2.28312 0.065
H 6.96927 -0.63994 -1.51371 0.046
H 1.86814 -0.43855 0.63947 0.004
H 0.27815 -0.74062 -0.93914 -0.017
H 2.27854 -1.92357 -6.67310 0.080
H 1.14864 -0.46473 -6.44415 0.092
H 1.03163 -2.01441 -5.33752 0.049
H -1.13639 -0.08433 -2.84079 0.080
H -0.39398 -1.66616 -3.35499 0.031
H -0.96696 -0.46844 -4.61221 0.094
H 1.05143 -4.49826 -1.08653 0.040
H 0.64017 -2.88033 -0.38591 0.014
H -0.22711 -3.48100 -1.89301 0.027
H 1.80097 -4.32770 -4.43851 0.037
H 3.31318 -4.70518 -3.49301 0.031
H 3.29964 -3.33676 -4.73922 0.041
C -3.94149 2.11471 -3.10718 -0.059
C -4.97707 1.09926 -2.65031 -0.507
C -5.72912 1.58894 -1.42240 -0.062
O -4.32975 -0.13541 -2.34826 -0.060
H -3.19522 2.28999 -2.32597 0.088
H -3.40130 1.74515 -3.98255 0.080
H -4.40962 3.06906 -3.36206 0.078
H -5.68516 0.90535 -3.46198 0.128
H -5.04593 1.74681 -0.58186 0.085
H -6.46126 0.84461 -1.09890 0.063
H -6.25119 2.52706 -1.62802 0.081
H -3.70167 0.02535 -1.63185 0.090
C 1.49765 1.00894 7.80254 -0.065
C 0.32156 0.15352 7.36228 -0.493
C -0.66174 -0.06327 8.50193 -0.062
O 0.79842 -1.10933 6.90045 -0.066
H 2.05209 0.52430 8.61382 0.080
H 2.20164 1.14748 6.97771 0.084
H 1.16419 1.98901 8.14548 0.052
H -0.18831 0.63419 6.52326 0.136
H -0.18270 -0.58519 9.33678 0.079
H -1.49673 -0.68879 8.17488 0.079
H -1.05883 0.88766 8.86679 0.070
H 1.25146 -1.54384 7.63412 0.086
C -8.45881 -2.85326 -3.53558 -0.065
C -8.90649 -1.51262 -2.97436 -0.498
C -9.15683 -0.50369 -4.08459 -0.066
O -7.90595 -1.00944 -2.09333 -0.062
H -7.52084 -2.75028 -4.09029 0.084
H -8.27172 -3.56447 -2.72707 0.080
H -9.21478 -3.27407 -4.20384 0.077
H -9.81882 -1.64639 -2.38675 0.137
H -8.24270 -0.32007 -4.65817 0.079
H -9.46675 0.45773 -3.66667 0.079
H -9.93363 -0.85414 -4.76925 0.077
H -7.09314 -0.88712 -2.60338 0.069
C -2.02794 3.95279 6.16664 -0.058
C -1.34324 4.14547 7.51066 -0.497
C -1.41205 5.59540 7.96426 -0.066
O 0.02188 3.74395 7.40961 -0.071
H -1.54123 4.55266 5.39119 0.086
H -1.96114 2.90944 5.84779 0.077
H -3.08227 4.23644 6.21634 0.080
H -1.81574 3.50346 8.25922 0.134
H -0.90409 6.25185 7.25069 0.082
H -0.90664 5.72131 8.92539 0.078
H -2.44801 5.92810 8.06773 0.079
H 0.44980 4.30541 6.74980 0.100

87
Properties=species:S:1:pos:R:3:lowdin_charge:R:1 method="wB97M-V/def2-TZVPD" fmax_ha_per_bohr=0.0122 multiplicity=4 orbital_gap_ev="8.0213 / 8.4300" s2=3.761 de_lowest_kj_mol=38.7 homo_energy_ha="-0.283 / -0.301" charge=0
Co 0.19950 -1.77465 0.42760 0.591
O 3.63505 2.22317 -0.63910 0.052
C 4.01116 1.86289 0.62577 -0.282
C 4.96197 2.58093 1.33627 -0.029
C 5.29970 2.18922 2.62215 -0.092
C 4.68325 1.09269 3.20285 -0.088
C 3.72546 0.39077 2.48626 -0.019
C 3.38111 0.75555 1.19280 -0.119
C 2.31655 -0.02029 0.43558 -0.466
O 1.47137 -0.67840 1.28601 -0.275
N 3.01972 -0.93832 -0.47704 0.022
N 2.17496 -1.78956 -1.11179 -0.014
C 2.63820 -2.86378 -1.61374 -0.196
C 1.82805 -3.73373 -2.47347 -0.646
Br 0.38687 -2.88783 -3.36205 0.820
C 2.12533 -5.02391 -2.63460 -0.106
C 1.43920 -6.03725 -3.45586 -0.251
C 1.08425 -7.24792 -2.86794 -0.042
C 0.43591 -8.22521 -3.60448 -0.083
C 0.15279 -8.01019 -4.94381 -0.089
C 0.52516 -6.81586 -5.54352 -0.077
C 1.16332 -5.83384 -4.80460 -0.069
H 4.13264 3.00421 -0.90749 0.110
H 5.43235 3.44523 0.88390 0.111
H 6.04220 2.75162 3.16974 0.101
H 4.93611 0.79492 4.20907 0.097
H 3.19651 -0.44335 2.92440 0.114
H 1.77754 0.67532 -0.22660 0.090
H 3.83458 -1.38810 -0.05689 0.140
H 3.68467 -3.15250 -1.47382 0.133
H 2.96032 -5.38383 -2.03900 0.124
H 1.30879 -7.41907 -1.82438 0.113
H 0.15280 -9.15501 -3.13165 0.102
H -0.35037 -8.77291 -5.52177 0.101
H 0.31760 -6.64670 -6.59038 0.103
H 1.45380 -4.90628 -5.27551 0.095
C -2.03432 -2.46315 0.91622 -0.190
C -1.67169 -3.11460 -0.28010 -0.182
C -0.55301 -3.92799 -0.01211 -0.180
C -0.18969 -3.74098 1.34390 -0.182
C -1.11320 -2.82925 1.91994 -0.177
H -2.85202 -1.77376 1.03036 0.081
H -2.16152 -3.01028 -1.23344 0.090
H -0.07322 -4.59679 -0.70794 0.085
H 0.60734 -4.24470 1.87068 0.104
H -1.13002 -2.51783 2.95206 0.105
C 0.88826 3.37803 1.15675 -0.087
C -0.29166 3.65765 0.21524 -0.610
C 0.28337 3.57128 -1.20720 -0.110
C -0.75819 5.10369 0.45784 -0.090
Si -1.73150 2.42472 0.53998 0.529
Br -1.10126 0.51850 -0.57781 0.648
C -1.98493 1.98927 2.38583 -0.611
C -2.18437 3.27520 3.20372 -0.085
C -3.23958 1.12623 2.57120 -0.096
C -0.81612 1.20376 2.99749 -0.088
C -3.37236 2.89268 -0.35329 -0.627
C -4.09620 4.01733 0.40636 -0.090
C -3.10570 3.38444 -1.78300 -0.107
C -4.35662 1.72073 -0.49088 -0.113
H 1.73369 3.99837 0.84907 0.091
H 1.21380 2.34276 1.11419 0.060
H 0.66890 3.62174 2.19300 0.073
H 1.00503 4.38305 -1.32729 0.087
H -0.45766 3.67365 -1.99136 0.059
H 0.81661 2.63759 -1.36567 0.050
H 0.10898 5.76537 0.38470 0.089
H -1.19171 5.25219 1.44497 0.067
H -1.48217 5.44079 -0.28008 0.065
H -3.02128 3.88219 2.85829 0.064
H -1.29596 3.89758 3.21629 0.064
H -2.39211 2.99400 4.23938 0.091
H -4.15906 1.66186 2.34407 0.064
H -3.29553 0.81362 3.61687 0.090
H -3.20443 0.22663 1.96467 0.057
H 0.11036 1.76621 3.04217 0.065
H -0.59885 0.28629 2.45957 0.043
H -1.09072 0.94283 4.02258 0.089
H -3.47143 4.89154 0.57804 0.066
H -4.47861 3.68286 1.36898 0.065
H -4.95464 4.34371 -0.18515 0.088
H -2.53204 4.30550 -1.81724 0.063
H -4.06618 3.58320 -2.26261 0.086
H -2.59089 2.63654 -2.38298 0.071
H -4.66806 1.30069 0.46080 0.055
H -3.95181 0.91493 -1.09891 0.055
H -5.25442 2.09213 -0.99109 0.086

59
Properties=species:S:1:pos:R:3:lowdin_charge:R:1 method="wB97M-V/def2-TZVPD" fmax_ha_per_bohr=0.0312 orbital_gap_ev=9.6011 smiles=COC[C@H](C)N.CC(C)O.CC(C)O.O.O.O.O.O.O de_lowest_kj_mol=0.0 homo_energy_ha=-0.348 charge=0
C 3.71986 2.79154 -0.22633 -0.108
O 4.20320 3.47233 -1.36212 -0.184
C 3.30654 4.47089 -1.80428 -0.227
C 3.99214 5.29851 -2.87192 -0.437
C 3.11179 6.48309 -3.25345 -0.071
N 4.17885 4.44211 -4.07733 0.032
H 3.47137 3.48557 0.58492 0.088
H 4.48180 2.09056 0.10373 0.089
H 2.79677 2.25029 -0.46884 0.066
H 2.38384 4.04234 -2.21155 0.130
H 3.03647 5.14574 -0.97891 0.127
H 4.98003 5.64369 -2.55296 0.136
H 2.09125 6.18964 -3.48434 0.081
H 3.58911 7.03319 -4.06551 0.075
H 3.07679 7.19491 -2.42000 0.077
H 4.75459 3.65177 -3.79613 0.064
H 4.74447 4.96844 -4.73708 0.065
C -2.44622 -2.29019 5.44438 -0.062
C -2.86631 -2.26476 3.97681 -0.491
C -1.94644 -3.16515 3.14285 -0.046
O -4.23680 -2.64263 3.86130 -0.061
H -2.45070 -3.34786 5.77361 0.083
H -3.16970 -1.84739 6.12724 0.080
H -1.41608 -1.98233 5.61532 0.078
H -2.83712 -1.22243 3.64892 0.126
H -2.08621 -2.94168 2.08674 0.058
H -2.24156 -4.18825 3.38653 0.087
H -0.90310 -3.01713 3.41554 0.082
H -4.29451 -3.56613 4.13387 0.097
C 0.89158 -0.10169 -0.52335 -0.047
C 0.18929 -0.85433 0.60747 -0.443
C -1.09674 -0.13391 1.00406 -0.035
O -0.06375 -2.21116 0.28624 -0.072
H 1.97745 -0.18641 -0.52710 0.081
H 0.58707 0.94386 -0.60855 0.064
H 0.57007 -0.45184 -1.51048 0.059
H 0.84104 -0.87940 1.47938 0.140
H -1.89787 -0.37481 0.29385 0.090
H -1.01503 0.94506 1.10053 0.081
H -1.51786 -0.53899 1.92817 0.056
H -0.47172 -2.37653 -0.57043 0.063
O -3.65931 -2.76765 -0.39894 -0.056
H -2.89369 -3.23111 -0.76513 0.006
H -4.15400 -3.45191 0.06427 0.054
O 0.41828 -4.96263 0.46454 -0.059
H 0.71828 -5.45652 1.23218 0.038
H 0.44382 -4.02844 0.72492 0.004
O -1.71224 -4.69437 -1.93755 -0.061
H -1.26715 -3.89643 -2.26584 -0.009
H -1.05009 -5.15304 -1.40358 0.023
O -5.16938 -1.20371 1.46574 -0.071
H -5.12554 -1.49918 2.38507 0.002
H -4.34807 -1.53041 1.07401 -0.018
O -0.91356 2.99265 -3.02007 -0.053
H -0.57605 2.24602 -2.51677 0.010
H -1.42466 3.50365 -2.38473 0.036
O -0.06295 -2.51938 -2.81054 -0.037
H 0.04499 -1.96541 -3.59101 0.072
H 0.71367 -2.34066 -2.26740 0.045